# 1
Formula: C16H14BBaClO2
Source: OMol25
Level of theory: ωB97M-V with the def2-TZVPD basis set

Summary:
- F_max: 2.4 eV/Å
- Energy relative to the best compared isomer or geometry (same formula, charge and spin): 29.8 kJ/mol
- Orbital gap: 0.1499 Ha
- Total charge: -2

```
35
Properties=species:S:1:pos:R:3:lowdin_charge:R:1
C -2.974 -0.961 -0.404 -0.4860
C -2.163 -1.134 -1.556 -0.2342
C -1.805 0.156 -2.028 -0.1643
H -1.816 -2.078 -1.978 0.0816
C -2.364 1.125 -1.155 -0.1811
C -3.043 0.445 -0.122 -0.3618
H -3.662 0.904 0.659 0.0717
H -3.322 -1.767 0.249 0.0446
H -1.242 0.362 -2.940 0.0805
H -2.396 2.190 -1.362 0.0756
Ba -1.071 -0.944 1.397 1.4776
Cl 0.214 -3.278 1.814 -0.6049
C 3.216 0.262 -0.090 -0.2392
C 2.732 1.480 -0.633 -0.2334
C 2.059 1.186 -1.869 -0.2341
H 2.779 2.463 -0.144 0.0488
C 2.137 -0.229 -2.076 -0.2434
C 2.848 -0.795 -0.972 -0.2383
H 2.866 -1.856 -0.713 0.0490
H 3.610 0.112 0.924 0.0559
H 1.498 1.891 -2.506 0.0458
H 1.574 -0.805 -2.828 0.0481
O 0.330 -0.189 4.274 -0.0107
B 0.302 0.898 3.351 -0.5283
O 0.142 2.081 4.102 0.0554
C 0.090 1.731 5.425 -0.2490
C -0.042 2.543 6.547 -0.0172
C 0.030 1.905 7.794 -0.1323
C 0.174 0.524 7.897 -0.1345
C 0.251 -0.296 6.770 -0.0115
C 0.217 0.354 5.538 -0.2380
H -0.207 3.622 6.342 0.1192
H -0.033 2.540 8.680 0.0844
H 0.232 0.027 8.859 0.0825
H 0.346 -1.389 6.698 0.1215
```

=====

# 2
Formula: H22O11
Source: OMol25
Level of theory: ωB97M-V with the def2-TZVPD basis set

Summary:
- F_max: 2.5 eV/Å
- Energy relative to the best compared isomer or geometry (same formula, charge and spin): 383.5 kJ/mol
- Orbital gap: 0.3401 Ha

```
33
Properties=species:S:1:pos:R:3:lowdin_charge:R:1
O 0.095 -0.786 -0.404 -0.0614
H 0.405 -0.026 0.101 0.0084
H -0.679 -0.455 -0.874 0.0539
O 3.065 -2.042 0.316 -0.0279
H 3.559 -1.330 0.740 0.0196
H 2.171 -1.691 0.235 0.0218
O -2.655 3.122 -0.722 -0.0455
H -1.845 2.605 -0.791 0.0299
H -2.348 4.035 -0.688 0.0449
O 5.418 1.307 -0.086 -0.0467
H 4.690 0.736 -0.353 0.0121
H 6.088 0.696 0.241 0.0433
O -5.065 -1.785 -0.929 -0.0510
H -4.641 -0.930 -1.068 0.0340
H -5.287 -2.084 -1.817 0.0420
O -2.107 -2.623 0.355 -0.0595
H -2.825 -2.843 -0.249 0.0187
H -2.522 -2.058 1.017 0.0263
O -2.508 1.821 2.015 -0.0633
H -2.729 2.626 2.497 0.0387
H -2.958 1.924 1.169 0.0010
O 1.075 4.469 -1.358 -0.0483
H 0.152 4.724 -1.464 0.0237
H 1.067 3.510 -1.450 0.0256
O 2.116 0.469 1.294 -0.0231
H 2.046 1.380 0.987 0.0684
H 2.786 0.079 0.722 0.0008
O 1.747 -4.589 -0.891 -0.0572
H 2.438 -3.924 -0.798 -0.0006
H 1.671 -4.717 -1.843 0.0311
O -1.030 -0.768 1.599 -0.0841
H -1.241 -0.437 0.719 -0.0044
H -0.151 -0.415 1.778 0.0288
```

=====

# 3
Formula: C44H38BrN3O2PS2Sn
Source: OMol25
Level of theory: ωB97M-V with the def2-TZVPD basis set

Summary:
- F_max: 1.4 eV/Å
- Energy relative to the best compared isomer or geometry (same formula, charge and spin): 128.9 kJ/mol
- Orbital gap: 0.2505 Ha
- Total charge: -1

```
92
Properties=species:S:1:pos:R:3:lowdin_charge:R:1
Sn -1.459 0.193 -1.387 0.8751
O -0.820 0.607 4.110 0.0085
C -1.639 1.684 4.061 -0.2790
C -1.767 2.437 5.229 -0.0323
C -2.560 3.570 5.252 -0.1076
C -3.236 3.969 4.106 -0.0992
C -3.121 3.212 2.953 -0.0182
C -2.339 2.061 2.906 -0.0656
C -2.244 1.328 1.578 -0.4049
O -3.517 1.353 0.952 -0.1554
N -1.764 -0.011 1.703 -0.0328
N -0.980 -0.499 0.575 -0.2197
C -1.142 -1.897 0.549 -0.2660
C -0.282 -2.769 0.097 -0.1126
Br -1.686 -2.068 -2.618 0.2268
C 0.503 -3.750 -0.262 -0.0933
C 1.418 -4.434 0.679 -0.2227
C 1.705 -5.787 0.505 -0.0365
C 2.500 -6.467 1.416 -0.0924
C 3.034 -5.799 2.509 -0.0974
C 2.762 -4.448 2.685 -0.0971
C 1.959 -3.773 1.781 -0.0965
H -0.935 0.145 3.235 0.0667
H -1.234 2.101 6.109 0.1088
H -2.650 4.140 6.169 0.0934
H -3.852 4.860 4.110 0.0930
H -3.647 3.502 2.052 0.1072
H -1.520 1.854 0.956 0.0320
H -2.531 -0.636 1.948 0.1368
H -2.052 -2.315 0.991 0.1296
H 0.491 -4.096 -1.294 0.1089
H 1.282 -6.311 -0.344 0.1114
H 2.695 -7.523 1.276 0.0966
H 3.656 -6.328 3.220 0.0961
H 3.176 -3.918 3.534 0.1112
H 1.738 -2.721 1.920 0.1201
S -2.171 2.818 -0.854 0.6381
C -3.550 1.764 -0.452 -1.1608
N -3.531 0.613 -1.313 -0.1649
C -4.785 0.102 -1.565 -0.3147
C -5.097 -1.126 -2.143 -0.0528
C -6.429 -1.484 -2.319 -0.1163
C -7.461 -0.641 -1.931 -0.1321
C -7.159 0.603 -1.382 -0.1173
C -5.840 0.971 -1.220 -0.4777
S -5.219 2.510 -0.641 0.9820
H -4.301 -1.794 -2.433 0.0093
H -6.661 -2.442 -2.767 0.0913
H -8.493 -0.942 -2.057 0.0854
H -7.948 1.286 -1.092 0.0968
C 4.537 1.585 -0.840 -0.0419
C 4.295 0.186 -0.339 -0.2700
C 5.347 -0.497 0.265 -0.0541
C 5.201 -1.793 0.738 -0.0651
C 3.986 -2.445 0.605 -0.0748
C 2.925 -1.779 0.013 -0.0873
C 3.059 -0.471 -0.457 -0.3073
P 1.525 0.245 -1.145 1.1235
C 1.490 1.966 -0.520 -0.3364
C 1.507 3.046 -1.399 -0.1217
C 1.283 4.337 -0.949 -0.0869
C 1.021 4.554 0.395 -0.0822
C 1.030 3.487 1.280 -0.0439
C 1.277 2.187 0.849 -0.2695
C 1.353 1.068 1.851 -0.0432
C 1.789 0.297 -2.934 -0.3196
C 2.948 -0.222 -3.518 -0.0851
C 3.014 -0.466 -4.877 -0.0931
C 1.887 -0.254 -5.666 -0.0884
C 0.731 0.240 -5.096 -0.0477
C 0.661 0.559 -3.735 -0.3419
C -0.572 1.149 -3.183 -0.2852
H 5.598 1.730 -1.048 0.0783
H 4.232 2.326 -0.098 0.0891
H 3.975 1.790 -1.749 0.0625
H 6.305 0.001 0.359 0.1059
H 6.040 -2.294 1.205 0.1004
H 3.860 -3.458 0.963 0.0828
H 1.962 -2.271 -0.090 0.0515
H 1.692 2.869 -2.453 0.1060
H 1.292 5.164 -1.647 0.1020
H 0.809 5.552 0.756 0.1018
H 0.822 3.657 2.330 0.1149
H 1.055 1.412 2.840 0.0734
H 2.373 0.682 1.918 0.0842
H 0.708 0.230 1.567 0.0490
H 3.805 -0.454 -2.899 0.0978
H 3.926 -0.851 -5.315 0.0960
H 1.913 -0.478 -6.725 0.0974
H -0.150 0.394 -5.707 0.1124
H -1.382 1.188 -3.909 0.0688
H -0.427 2.125 -2.731 -0.0118
```

=====

# 4
Formula: C2H9NO
Source: OMol25
Level of theory: ωB97M-V with the def2-TZVPD basis set

Summary:
- F_max: 1.2 eV/Å
- Energy relative to the best compared isomer or geometry (same formula, charge and spin): 77.9 kJ/mol
- Orbital gap: 0.3954 Ha

```
13
Properties=species:S:1:pos:R:3:lowdin_charge:R:1
C -0.603 -1.471 -1.105 -0.1250
O -1.058 -1.454 0.235 -0.2364
C -1.387 -0.154 0.650 -0.1375
H 0.234 -0.805 -1.243 0.0746
H -0.392 -2.504 -1.367 0.0860
H -1.416 -1.155 -1.776 0.0868
H -2.007 0.381 -0.081 0.0842
H -2.010 -0.214 1.543 0.0873
H -0.473 0.423 0.814 0.0805
N 2.504 2.646 0.265 -0.0006
H 3.424 3.027 0.061 0.0036
H 2.435 1.895 -0.418 -0.0032
H 2.503 2.206 1.176 -0.0003
```